# 1
67
Properties=species:S:1:pos:R:3:lowdin_charge:R:1 method="wB97M-V/def2-TZVPD" total_charge=+2 lumo_ev=-6.78 total_energy_ha=-1817.27399 de_lowest_kj_mol=3.5 homo_energy_ev=-13.3
Zr 0.13876 -0.78184 0.37883 1.9679
O -0.86463 -0.21715 4.40400 0.1700
C -0.82628 -0.67076 3.30028 -0.5180
O -0.10739 -0.13825 2.30295 -0.2157
C -1.63764 -1.90047 2.88774 -0.0802
C -2.52159 -1.64174 1.65802 -0.1894
C -3.61610 -2.69127 1.54753 -0.0652
C -2.81450 -3.96202 1.16608 -0.0637
C -1.38988 -3.43110 1.05102 -0.2007
O -1.62115 -2.05487 0.53327 -0.2232
C -0.80159 -3.15000 2.43739 -0.0825
C 0.71910 -2.95230 2.42130 -0.5337
O 1.42794 -3.40884 3.26915 0.1665
O 1.16993 -2.26848 1.36688 -0.2559
H -2.25379 -2.15843 3.74563 0.1707
H -2.81647 -0.61005 1.47997 0.1664
H -4.32384 -2.41742 0.76802 0.1301
H -4.16472 -2.78837 2.48140 0.1364
H -3.15275 -4.37819 0.21994 0.1282
H -2.87503 -4.74564 1.91796 0.1348
H -0.74094 -3.94801 0.34826 0.1623
H -0.99194 -3.97838 3.11557 0.1700
O -1.63766 3.17865 1.41639 0.0748
C -2.00267 3.66342 0.21047 -0.2519
C -2.54859 4.94423 0.17697 0.0049
C -2.92824 5.51040 -1.02100 -0.0387
C -2.76724 4.81712 -2.22491 -0.0639
C -2.21865 3.55939 -2.20691 -0.0202
C -1.82580 2.95795 -0.99601 -0.0952
C -1.21721 1.64172 -1.01211 -0.3860
O -1.02161 1.01195 0.12822 -0.2356
N -0.82666 1.09470 -2.13967 0.0844
N -0.22487 -0.09895 -1.87774 -0.1056
C 0.02769 -0.86192 -2.87385 -0.0318
C 0.79800 -2.06385 -2.60655 -0.2565
C 1.09693 -2.97967 -3.59755 0.0180
C 1.88447 -4.07841 -3.28455 -0.0026
C 2.35183 -4.21172 -1.99021 -0.0049
C 1.99790 -3.25945 -1.04587 -0.0898
N 1.23264 -2.19625 -1.32900 0.0101
H -1.41815 2.23732 1.32895 0.0652
H -2.67880 5.46433 1.11650 0.1294
H -3.36526 6.50003 -1.02512 0.1196
H -3.08076 5.26311 -3.15786 0.1130
H -2.08968 2.99810 -3.12145 0.1130
H -0.28445 -0.59766 -3.87939 0.1487
H 0.71502 -2.82829 -4.59811 0.1319
H 2.13071 -4.81015 -4.04211 0.1313
H 2.97895 -5.04159 -1.69834 0.1269
H 2.32922 -3.33981 -0.02131 0.1140
N 3.43426 3.26931 -0.01673 0.0722
C 2.99122 2.80984 1.34577 -0.0668
C 1.80225 1.87810 1.19920 -0.1609
N 2.09101 0.71661 0.31735 -0.1095
C 2.56502 1.17160 -1.00257 -0.1674
C 3.76605 2.10450 -0.90380 -0.0757
H 4.24747 3.88311 0.06833 0.1937
H 2.69053 3.82944 -0.44329 0.1934
H 2.72618 3.68497 1.93627 0.1526
H 3.84566 2.31668 1.80985 0.1487
H 0.94857 2.41803 0.78175 0.1206
H 1.49428 1.51867 2.17988 0.1315
H 2.80633 0.13818 0.76145 0.1418
H 1.73634 1.67822 -1.50600 0.1221
H 2.83807 0.31041 -1.61131 0.1310
H 4.04558 2.48509 -1.88447 0.1483
H 4.62858 1.60614 -0.46077 0.1471

# 2
79
Properties=species:S:1:pos:R:3:lowdin_charge:R:1 method="wB97M-V/def2-TZVPD" total_charge=0 lumo_ev=-3.43 total_energy_ha=-12061.56137 homo_energy_ev=-4.2
N 1.35272 -2.77877 4.62257 -0.0040
C 0.52122 -2.20382 3.56336 -0.4042
C -0.07481 -0.85335 3.97400 -0.1920
C -0.93299 -0.39632 2.78100 -0.1120
C -1.85788 0.74965 3.08736 -0.0528
C -1.37178 1.96105 3.49961 -0.2072
F -0.04018 2.13449 3.64914 0.0731
C -2.17741 3.03432 3.77649 0.0192
C -3.54079 2.94672 3.63711 -0.1022
C -4.10671 1.72207 3.21672 -0.0425
C -3.24959 0.65261 2.96902 0.0094
C -3.86374 -0.66900 2.57442 -0.2603
O -3.31231 -1.35842 1.76597 0.1589
C -5.12426 -0.97340 3.27776 -0.0854
C -5.40999 -2.24608 3.72427 0.0227
C -6.57650 -2.44508 4.44545 -0.0236
C -7.44128 -1.39195 4.66515 -0.0404
C -7.18055 -0.12118 4.20357 0.0121
C -5.99560 0.08018 3.51639 -0.1091
C -5.60750 1.40318 3.03154 -0.2806
O -6.39695 2.16480 2.50781 0.0402
H 2.32460 -2.84688 4.37449 0.0039
H 1.24286 -2.26728 5.48499 0.0751
H 1.14772 -2.05313 2.66736 -0.1472
H -0.30180 -2.88040 3.36269 0.1298
H -0.76533 -1.03573 4.79413 0.1339
H 0.66846 -0.10434 4.24852 0.0975
H -1.51150 -1.25493 2.48791 0.0985
H -0.30598 -0.12717 1.92925 0.1363
H -1.71988 3.95416 4.11069 0.1135
H -4.18237 3.80311 3.85833 -0.1060
H -4.71066 -3.04336 3.53196 0.1255
H -6.80521 -3.42196 4.83723 0.1151
H -8.34642 -1.56089 5.22646 0.1153
H -7.85909 0.69655 4.37619 0.1277
O -0.95452 6.30852 3.18529 -0.0555
H -1.31120 7.02346 2.64891 0.0390
H -0.00197 6.38059 3.07025 0.0412
Cs 2.95806 -1.20846 2.16771 1.1834
Cl 4.20524 -0.16401 -1.31856 0.4635
C 4.43940 1.21479 -2.45721 -0.5884
C 5.33058 0.79574 -3.58869 -0.6189
Cl 6.98868 0.47358 -2.98098 0.5146
H 4.89280 2.02684 -1.89501 0.0703
H 3.45797 1.52956 -2.80333 0.0912
H 5.40532 1.59081 -4.32515 0.0690
H 4.97912 -0.09697 -4.09410 0.0717
C 8.99503 -0.38334 1.11391 -1.6339
Br 7.19394 -0.24912 0.46085 0.5917
Br 10.25156 0.28560 -0.21590 0.6883
Br 9.25287 0.45256 2.81712 0.6572
H 9.19578 -1.44354 1.24768 -0.0520
C 4.74515 -1.52283 -8.95367 -0.0874
C 5.97234 -0.70252 -9.34085 -0.2956
O 5.81945 0.69291 -9.27337 -0.1142
C 5.98512 1.33345 -7.96705 -0.5472
O 7.01934 0.96824 -7.27380 -0.1720
C 4.69628 1.18867 -7.10812 -0.5338
F 3.52513 1.26937 -7.77704 0.1169
F 4.67463 2.21440 -6.20342 0.0677
F 4.62094 0.06090 -6.36240 0.0830
H 3.83769 -1.06911 -9.35325 0.0746
H 4.83770 -2.53746 -9.35066 0.0649
H 4.63445 -1.60869 -7.87488 0.0513
H 6.18310 -0.90398 -10.39640 0.1057
H 6.85495 -1.02150 -8.77641 0.1048
H 5.92594 2.40802 -8.27378 0.1396
Na 9.73038 -2.30676 -0.90881 0.5718
C -9.64756 -1.48285 1.88824 -0.4860
O -10.40363 -1.66353 2.97964 -0.3817
H -10.19226 -1.28669 0.92858 0.0445
H -8.92660 -0.60891 1.92787 0.0271
H -8.96589 -2.32580 1.60384 0.0395
K -5.61531 4.37129 3.66777 1.1284
O -4.67328 -1.93805 -1.01233 -0.3816
Cl -3.42270 -1.85896 -1.72970 0.6120
O -3.64658 -2.01448 -3.14245 -0.3712
O -2.52633 -2.89716 -1.25724 -0.4097
O -2.80964 -0.56399 -1.47205 -0.4221

# 3
62
Properties=species:S:1:pos:R:3:lowdin_spin:R:1 method="wB97M-V/def2-TZVPD" total_charge=+1 spin_multiplicity=2 s_squared=0.80 lumo_ev="-3.50 / -4.72" total_energy_ha=-5137.16398 homo_energy_ev="-10.2 / -10.6"
Ti 0.31795 -0.30612 0.03018 0.2648
C 1.16744 3.08894 1.82967 -0.0009
Si 0.19982 1.41733 1.93434 -0.0206
C 0.66727 0.59118 3.63496 -0.0085
C -1.67697 1.83858 2.08007 -0.0032
C -2.12616 2.49406 3.22149 -0.0010
C -3.45879 2.82849 3.37395 -0.0002
C -4.35876 2.52779 2.36681 0.0000
C -3.92401 1.87441 1.22779 -0.0002
C -2.59094 1.50711 1.07546 0.0010
Si -2.07485 0.53028 -0.50672 -0.0214
C -3.25794 -0.98872 -0.70261 -0.0061
C -2.32522 1.70967 -2.02248 -0.0030
H 0.94955 3.71731 2.68961 -0.0003
H 0.88933 3.65611 0.94396 0.0000
H 2.24356 2.93968 1.80316 -0.0001
H 0.98603 1.33666 4.35774 -0.0012
H 1.47708 -0.13571 3.55142 -0.0002
H -0.19172 0.07387 4.06345 0.0000
H -1.42518 2.74026 4.00556 -0.0001
H -3.79476 3.32087 4.27318 -0.0001
H -5.39809 2.79445 2.47034 0.0000
H -4.63296 1.63990 0.44801 0.0000
H -4.27578 -0.66417 -0.90467 -0.0012
H -3.27796 -1.59300 0.20296 0.0001
H -2.94769 -1.63072 -1.52501 0.0002
H -3.37935 1.95863 -2.11764 -0.0007
H -2.00968 1.25629 -2.95904 0.0000
H -1.78266 2.64479 -1.89862 0.0001
Br 1.77313 2.07679 -6.71830 0.0070
C 1.28399 1.08193 -5.17205 0.0249
C 1.00295 -0.27130 -5.28659 -0.0030
C 0.67989 -1.00594 -4.16583 0.0219
C 0.63727 -0.40069 -2.90116 -0.0014
C 0.89178 0.98305 -2.81207 0.0221
C 1.21683 1.71405 -3.93430 -0.0045
N 0.36207 -1.05733 -1.72744 0.1259
C 0.30808 -2.40805 -1.62523 0.1978
C -0.05997 -2.93878 -0.39960 0.0829
C -0.28310 -4.32302 -0.14057 0.0441
C -0.74046 -4.72344 1.07457 0.0613
C -0.97887 -3.75262 2.08369 0.0603
C -0.72374 -2.44081 1.81506 0.0503
N -0.26879 -2.00869 0.61725 0.0811
H 1.04513 -0.75037 -6.25196 -0.0007
H 0.44261 -2.05225 -4.27917 0.0021
H 0.81713 1.47572 -1.82864 0.0017
H 1.42925 2.76966 -3.86581 -0.0007
H 0.53496 -3.05865 -2.46074 0.0105
H -0.09295 -5.02609 -0.93836 0.0000
H -0.92912 -5.76452 1.27654 0.0018
H -1.35623 -4.05067 3.04792 0.0019
H -0.89500 -1.66495 2.56429 0.0012
C 5.53111 -0.47164 1.32292 0.0008
C 4.89931 -0.93007 0.00134 0.0016
C 3.55451 -0.46090 -0.11235 0.0082
N 2.47696 -0.05213 -0.17295 0.0031
H 6.56363 -0.80793 1.36455 0.0001
H 4.99790 -0.89023 2.17358 0.0000
H 5.51730 0.61245 1.40239 0.0000
H 4.89372 -2.02279 -0.05392 0.0005
H 5.48015 -0.54797 -0.84438 0.0000